1.
# C35H24BrClIMnO2P

A structure of composition C35H24BrClIMnO2P in a non-equilibrium geometry (wB97M-V/def2-TZVPD, the Open Molecules 2025 dataset).

```
! RIJCOSX wB97M-V def2-TZVPD def2/J DEFGRID3
* xyz 1 5
Mn -0.500 -0.257 -1.030
I 2.464 -0.049 -1.059
C 1.897 2.043 -1.116
C 3.006 2.853 -1.088
C 2.901 4.269 -1.215
C 1.675 4.783 -1.278
C 0.485 4.026 -1.210
C -0.782 4.646 -1.141
C -1.921 3.849 -1.260
C -1.834 2.448 -1.223
C -0.627 1.827 -1.043
C 0.549 2.585 -1.133
H 4.022 2.381 -1.022
H 3.806 4.864 -1.143
H 1.481 5.868 -1.352
H -0.858 5.740 -1.019
H -2.897 4.266 -1.449
H -2.743 1.884 -1.269
Cl -3.687 -0.891 -0.326
C -3.793 -0.425 1.343
C -5.059 -0.191 1.872
C -5.151 0.148 3.228
C -4.000 0.153 4.048
C -2.776 -0.239 3.538
C -2.613 -0.427 2.144
P -1.031 -0.787 1.407
C 0.138 -0.040 2.570
C 0.577 -0.804 3.619
C 1.568 -0.341 4.490
C 2.046 0.979 4.341
C 1.525 1.793 3.335
C 0.559 1.326 2.474
C -0.890 -2.572 1.589
C -2.029 -3.408 1.687
C -1.865 -4.785 1.872
C -0.614 -5.332 1.936
C 0.506 -4.507 1.777
C 0.384 -3.141 1.605
H -5.934 -0.221 1.238
H -6.140 0.371 3.684
H -4.100 0.446 5.090
H -1.892 -0.378 4.188
H 0.179 -1.821 3.710
H 2.066 -1.014 5.177
H 2.830 1.314 5.009
H 1.777 2.855 3.284
H 0.162 1.883 1.657
H -3.007 -2.929 1.693
H -2.754 -5.363 1.964
H -0.488 -6.386 2.172
H 1.504 -4.935 1.765
H 1.289 -2.525 1.489
Br 4.693 -0.476 -7.638
C 3.451 -0.875 -6.314
C 2.880 0.205 -5.682
C 1.924 0.058 -4.666
C 1.509 -1.235 -4.342
C 2.071 -2.350 -5.038
C 3.099 -2.206 -5.926
C 0.569 -1.560 -3.244
O 0.524 -2.652 -2.593
O -0.157 -0.457 -2.943
H 3.238 1.222 -5.908
H 1.508 0.895 -4.113
H 1.669 -3.325 -4.804
H 3.609 -3.075 -6.405
*
```

As for the LUMO energy (spin up / spin down): -0.1945 / -0.1266 Ha. The value obtained for the HOMO energy (spin up / spin down) is -10.83 / -10.84 eV. The value obtained for the energy relative to the best compared isomer or geometry (same formula, charge and spin) is 51.2 kJ/mol. For the gap between HOMO and LUMO (spin up / spin down), the calculation gives 5.54 / 7.39 eV.

Now the natural (NBO) charges, all in e: 1.446, 0.234, -0.132, -0.232, -0.201, -0.167, -0.066, -0.143, -0.197, -0.253, -0.242, -0.063, 0.238, 0.241, 0.227, 0.235, 0.235, 0.229, 0.031, -0.008, -0.237, -0.151, -0.226, -0.093, -0.440, 0.870, -0.393, -0.142, -0.219, -0.172, -0.197, -0.185, -0.438, -0.163, -0.200, -0.168, -0.211, -0.136, 0.247, 0.241, 0.237, 0.229, 0.221, 0.232, 0.231, 0.230, 0.220, 0.224, 0.229, 0.234, 0.229, 0.218, 0.112, -0.105, -0.196, -0.161, -0.201, -0.140, -0.234, 0.763, -0.638, -0.863, 0.224, 0.227, 0.238, 0.242

=====

2.
# C35H24IN9O8Ti

A structure of composition C35H24IN9O8Ti (wB97M-V/def2-TZVPD, the Open Molecules 2025 dataset).

```
! RIJCOSX wB97M-V def2-TZVPD def2/J DEFGRID3
* xyz -2 1
Ti 0.227 -0.771 -0.154
C 2.255 1.807 0.518
N 1.376 0.759 1.087
C 0.401 1.317 2.040
C -0.911 1.480 1.371
N -1.210 0.913 0.226
C -2.547 1.228 -0.009
C -3.419 0.866 -1.030
C -4.717 1.344 -0.975
C -5.158 2.160 0.072
C -4.306 2.520 1.102
C -3.008 2.039 1.037
N -1.928 2.198 1.882
C 1.620 2.786 -0.415
N 0.503 3.426 -0.195
C 0.341 4.256 -1.291
C -0.695 5.129 -1.614
C -0.599 5.838 -2.797
C 0.501 5.686 -3.655
C 1.539 4.821 -3.354
C 1.433 4.116 -2.162
N 2.250 3.190 -1.558
H 2.658 2.382 1.361
H 3.102 1.308 0.050
H 2.068 0.260 1.675
H 0.267 0.619 2.868
H 0.728 2.279 2.446
H -3.107 0.211 -1.829
H -5.411 1.068 -1.759
H -6.184 2.507 0.083
H -4.640 3.134 1.928
H -1.964 2.483 2.845
H -1.551 5.227 -0.958
H -1.394 6.517 -3.080
H 0.533 6.249 -4.580
H 2.383 4.680 -4.017
H 3.092 2.804 -1.963
O -1.874 -4.780 4.462
C -1.628 -3.715 3.951
C -2.025 -2.351 4.492
O -2.609 -2.142 5.530
C -1.580 -1.324 3.488
C -0.935 -2.044 2.444
O -0.434 -1.505 1.345
C -0.913 -3.471 2.643
O -0.445 -4.327 1.905
O -1.772 -0.104 3.591
N 1.202 0.197 -1.848
C 1.934 0.365 -2.736
N 2.742 0.485 -3.729
C 3.514 1.540 -3.808
N 4.219 2.461 -3.899
O -1.268 0.880 -3.406
C -0.812 -0.091 -4.231
C -0.397 0.297 -5.503
C 0.075 -0.643 -6.399
C 0.129 -1.988 -6.046
C -0.310 -2.374 -4.793
C -0.780 -1.444 -3.870
C -1.286 -1.956 -2.545
O -1.801 -3.057 -2.489
O -1.145 -1.159 -1.519
H -1.186 0.550 -2.495
H -0.427 1.351 -5.748
H 0.419 -0.322 -7.375
H 0.511 -2.724 -6.742
H -0.306 -3.415 -4.495
I 4.028 -0.824 2.761
C 2.047 -1.833 -0.306
C 3.335 -2.354 -0.414
C 3.421 -3.633 -0.936
C 2.276 -4.368 -1.278
C 1.035 -3.798 -1.116
N 1.021 -2.543 -0.651
H 4.199 -1.799 -0.085
H 4.396 -4.089 -1.067
H 2.365 -5.381 -1.646
H 0.090 -4.286 -1.303
*
```

As for the LUMO energy: 0.1525 Ha. The value obtained for the HOMO energy is -2.92 eV. For the gap between HOMO and LUMO, the calculation gives 7.07 eV.

Now the Löwdin charges, all in e: 1.019, -0.135, -0.116, -0.115, -0.327, 0.106, -0.164, 0.003, -0.090, -0.111, -0.027, -0.174, 0.191, -0.310, 0.186, -0.218, -0.025, -0.117, -0.115, -0.024, -0.188, 0.169, 0.125, 0.113, -0.102, 0.123, 0.134, 0.098, 0.096, 0.090, 0.104, 0.167, 0.104, 0.087, 0.088, 0.094, 0.104, 0.113, -0.260, -0.267, 0.104, -0.316, -0.181, -0.135, -0.317, 0.066, 0.010, 0.134, -0.293, 0.103, -0.421, 0.083, 0.047, -0.283, -0.024, -0.098, -0.102, -0.026, -0.070, -0.549, 0.074, -0.181, 0.049, 0.115, 0.095, 0.089, 0.114, -0.326, -0.207, -0.106, -0.059, -0.052, -0.068, -0.046, 0.026, 0.101, 0.098, 0.120

=====

3.
# C35H24N3O8RuS4

A structure of composition C35H24N3O8RuS4 (wB97M-V/def2-TZVPD, the Open Molecules 2025 dataset).

```
! RIJCOSX wB97M-V def2-TZVPD def2/J DEFGRID3
* xyz -2 2
Ru -0.879 0.036 0.019
N 3.690 -1.311 1.580
C 3.830 -1.816 2.871
C 5.085 -1.927 3.452
C 5.227 -2.447 4.735
C 4.105 -2.823 5.452
C 2.845 -2.687 4.876
C 2.696 -2.214 3.583
S 1.092 -2.143 2.843
N 1.340 -1.110 1.543
C 2.480 -0.834 1.079
C 2.562 0.049 -0.127
C 3.802 0.467 -0.607
C 3.879 1.150 -1.808
C 2.711 1.370 -2.505
C 1.512 0.966 -1.935
N 1.416 0.364 -0.754
H 4.529 -1.158 1.056
H 5.958 -1.611 2.891
H 6.215 -2.543 5.167
H 4.200 -3.217 6.456
H 1.960 -2.972 5.433
H 4.713 0.290 -0.055
H 4.837 1.481 -2.188
H 2.697 1.858 -3.469
H 0.581 1.138 -2.451
O 1.237 -3.403 -2.423
S -0.064 -3.015 -1.899
O -1.137 -3.066 -2.866
O 0.029 -1.760 -1.143
C -0.410 -4.252 -0.629
C 0.270 -5.458 -0.789
C 0.177 -6.471 0.150
C -0.600 -6.279 1.283
C -1.296 -5.092 1.437
C -1.222 -4.073 0.489
S -2.283 -2.642 0.848
O -3.349 -3.222 1.631
O -2.655 -2.073 -0.430
O -1.425 -1.720 1.619
H 0.906 -5.568 -1.656
H 0.722 -7.397 0.004
H -0.673 -7.050 2.041
H -1.938 -4.937 2.292
O -4.295 0.333 2.041
C -3.251 0.856 1.701
O -2.682 0.649 0.549
C -2.641 1.937 2.567
C -3.496 2.594 3.447
C -3.060 3.637 4.245
C -1.727 4.030 4.164
C -0.864 3.384 3.303
C -1.294 2.318 2.495
S -0.047 1.507 1.582
H -4.521 2.247 3.481
H -3.744 4.139 4.919
H -1.359 4.846 4.777
H 0.176 3.686 3.248
C -1.361 5.258 -2.602
C -0.750 4.785 -1.420
C -0.795 3.455 -1.102
C -1.445 2.502 -1.930
C -1.476 1.102 -1.616
C -2.096 0.273 -2.525
C -2.685 0.750 -3.713
C -2.671 2.082 -4.016
C -2.043 2.987 -3.128
C -1.990 4.372 -3.429
H -1.334 6.314 -2.846
H -0.250 5.478 -0.753
H -0.341 3.103 -0.185
H -2.145 -0.792 -2.330
H -3.156 0.038 -4.381
H -3.130 2.463 -4.922
H -2.466 4.714 -4.343
*
```

As for the LUMO energy (spin up / spin down): 0.1418 / 0.1418 Ha. The value obtained for the HOMO energy (spin up / spin down) is -1.92 / -1.78 eV. The value obtained for the energy relative to the best compared isomer or geometry (same formula, charge and spin) is 94.6 kJ/mol. For the gap between HOMO and LUMO (spin up / spin down), the calculation gives 5.78 / 5.63 eV.

Now the Löwdin charges, all in e: 1.125, 0.111, -0.246, -0.043, -0.120, -0.119, -0.112, -0.437, 1.047, -0.269, -0.354, -0.182, -0.022, -0.072, -0.040, -0.086, 0.046, 0.106, 0.103, 0.089, 0.090, 0.102, 0.095, 0.100, 0.105, 0.099, -0.358, 0.455, -0.321, -0.428, -0.209, -0.078, -0.103, -0.101, -0.080, -0.211, 0.451, -0.321, -0.338, -0.461, 0.099, 0.089, 0.090, 0.104, 0.065, -0.572, -0.198, -0.136, -0.042, -0.120, -0.128, -0.150, -0.556, 0.708, 0.109, 0.081, 0.085, 0.083, -0.123, -0.103, -0.053, -0.176, -0.218, -0.095, -0.078, -0.074, -0.185, -0.072, 0.083, 0.089, 0.026, 0.066, 0.099, 0.092, 0.095

=====

4.
# C35H26AsF6MoN7STe

A structure of composition C35H26AsF6MoN7STe (wB97M-V/def2-TZVPD, the Open Molecules 2025 dataset).

```
! RIJCOSX wB97M-V def2-TZVPD def2/J DEFGRID3
* xyz 3 4
Mo -0.409 0.931 -0.266
C -2.289 3.830 2.560
C -1.994 3.077 1.422
N -0.943 2.264 1.404
C -0.157 2.228 2.501
C -0.499 2.952 3.628
N -1.567 3.742 3.662
C 1.085 1.468 2.337
C 2.041 1.287 3.323
C 3.203 0.585 3.022
C 3.386 0.118 1.726
C 2.406 0.359 0.775
N 1.269 0.998 1.092
C 2.539 0.086 -0.659
C 3.685 -0.393 -1.262
N 3.843 -0.397 -2.583
C 2.870 0.130 -3.299
C 1.679 0.574 -2.717
N 1.491 0.506 -1.404
C 4.251 0.367 4.060
C 4.835 -0.893 4.211
C 5.813 -1.075 5.185
N 6.110 -0.012 5.882
C 5.646 1.206 5.830
C 4.656 1.426 4.877
H -3.136 4.504 2.564
H -2.594 3.149 0.531
H 0.100 2.911 4.529
H 1.871 1.671 4.319
H 4.302 -0.382 1.446
H 4.515 -0.768 -0.676
H 3.007 0.195 -4.371
H 0.902 1.008 -3.326
H 4.533 -1.746 3.618
H 6.311 -2.017 5.395
H 6.044 1.967 6.496
H 4.253 2.425 4.773
S -0.718 -1.128 0.925
C -2.404 -0.672 0.824
C -3.493 -1.321 1.380
C -4.746 -0.775 1.162
C -4.875 0.376 0.391
C -3.747 0.963 -0.139
N -2.525 0.450 0.095
H -3.350 -2.219 1.964
H -5.624 -1.247 1.583
H -5.845 0.808 0.189
H -3.798 1.843 -0.763
F 0.290 2.877 -1.050
As -0.837 3.859 -2.185
F -1.291 4.731 -0.780
F 0.458 4.884 -2.523
F -2.017 4.568 -3.154
F -0.354 2.748 -3.416
F -1.967 2.559 -1.646
Te -1.430 -0.392 -2.667
C -0.008 -1.850 -3.178
C 0.697 -2.591 -2.234
C 1.637 -3.515 -2.669
C 1.870 -3.690 -4.027
C 1.157 -2.953 -4.961
C 0.211 -2.025 -4.541
C -2.994 -1.668 -2.119
C -2.771 -2.940 -1.603
C -3.860 -3.767 -1.357
C -5.142 -3.330 -1.637
C -5.353 -2.065 -2.167
C -4.273 -1.226 -2.414
H 0.512 -2.460 -1.176
H 2.183 -4.108 -1.946
H 2.602 -4.414 -4.359
H 1.330 -3.099 -6.019
H -0.343 -1.453 -5.275
H -1.767 -3.294 -1.409
H -3.703 -4.762 -0.963
H -5.982 -3.989 -1.464
H -6.355 -1.740 -2.415
H -4.435 -0.253 -2.862
*
```

As for the LUMO energy (spin up / spin down): -0.3517 / -0.4442 Ha. The value obtained for the HOMO energy (spin up / spin down) is -15.91 / -15.94 eV. The value obtained for the energy relative to the best compared isomer or geometry (same formula, charge and spin) is 0.0 kJ/mol. For the gap between HOMO and LUMO (spin up / spin down), the calculation gives 6.34 / 3.86 eV.

Now the Löwdin charges, all in e: 1.392, -0.022, -0.058, 0.007, -0.164, -0.017, 0.150, -0.168, 0.089, -0.113, 0.088, -0.168, -0.022, -0.179, -0.022, 0.158, -0.032, -0.110, -0.023, -0.113, 0.063, 0.020, 0.287, 0.021, 0.066, 0.142, 0.095, 0.130, 0.134, 0.134, 0.130, 0.143, 0.071, 0.147, 0.172, 0.173, 0.148, 0.713, -0.719, -0.040, 0.000, -0.016, -0.136, -0.201, 0.130, 0.136, 0.133, 0.117, -0.380, 0.793, -0.199, -0.160, -0.153, -0.252, -0.370, 1.636, -0.520, -0.164, -0.057, -0.040, -0.042, -0.125, -0.503, -0.116, -0.050, -0.045, -0.051, -0.152, 0.045, 0.117, 0.123, 0.125, 0.108, 0.092, 0.122, 0.123, 0.124, 0.108

=====

The total energy results, record by record, are as follows: -172047.8104, -97699.9955, -103460.2755, -144253.2169 eV.